Entry from the Open Molecules 2025 dataset: C37H51N4OP2Pt as an isolated structure (ωB97M-V with the def2-TZVPD basis set).

The geometry in XYZ format:
```
96
Properties=species:S:1:pos:R:3:lowdin_spin:R:1
C 2.521 -1.047 0.920 0.077
C 1.963 1.118 1.739 0.081
C 3.753 -1.009 1.576 0.136
C 3.106 1.076 2.582 0.136
C 4.003 0.038 2.472 0.096
H 4.467 -1.807 1.385 0.005
H 3.234 1.908 3.274 0.004
H 4.908 0.015 3.080 0.004
N 1.645 -0.032 1.045 0.141
P 0.248 -2.308 0.143 0.047
P -0.194 2.301 0.386 0.126
C 2.096 -2.150 -0.029 0.011
H 2.300 -1.821 -1.059 0.001
H 2.657 -3.078 0.137 0.000
C -1.900 -0.020 -0.595 0.213
O -2.961 0.048 -1.075 0.135
C 1.175 2.257 1.492 0.457
H 1.447 3.185 1.997 0.015
C 0.650 3.534 -0.835 0.064
C -1.667 3.177 1.281 0.019
C -0.201 -3.354 -1.338 0.009
C 0.133 -3.251 1.777 0.002
C -0.069 3.365 -2.176 0.009
H -1.137 3.615 -2.100 0.001
H 0.383 4.041 -2.920 0.002
H 0.021 2.341 -2.554 0.003
C 0.585 4.985 -0.340 0.007
H -0.426 5.397 -0.266 0.000
H 1.098 5.097 0.625 0.000
H 1.136 5.614 -1.058 0.003
C 2.158 3.250 -0.933 0.015
H 2.594 3.842 -1.751 0.001
H 2.678 3.521 -0.004 0.005
H 2.383 2.204 -1.133 0.001
C -2.610 3.736 0.197 0.004
H -2.962 2.938 -0.472 0.000
H -3.492 4.175 0.689 0.002
H -2.151 4.527 -0.409 0.000
C -2.445 2.163 2.134 0.012
H -2.823 1.322 1.544 0.006
H -1.832 1.766 2.953 0.003
H -3.312 2.670 2.586 0.001
C -1.216 4.285 2.245 0.003
H -0.660 5.100 1.776 0.000
H -2.121 4.732 2.685 0.000
H -0.612 3.882 3.068 0.002
C -1.137 -4.108 1.821 0.001
H -1.131 -4.668 2.771 0.000
H -2.025 -3.464 1.824 0.000
H -1.200 -4.845 1.009 0.000
C 0.041 -2.240 2.928 0.006
H 0.886 -1.539 2.931 0.001
H -0.905 -1.685 2.866 0.003
H 0.050 -2.798 3.877 0.000
C 1.360 -4.143 2.015 0.002
H 1.156 -4.757 2.906 0.000
H 1.562 -4.828 1.183 0.000
H 2.262 -3.551 2.223 0.001
C 0.276 -2.690 -2.641 0.004
H 1.366 -2.580 -2.684 0.000
H -0.027 -3.328 -3.486 0.000
H -0.172 -1.700 -2.785 0.003
C -1.723 -3.522 -1.421 0.001
H -2.232 -2.563 -1.567 0.000
H -1.946 -4.159 -2.288 0.000
H -2.144 -4.012 -0.538 0.000
C 0.472 -4.725 -1.196 0.003
H 1.567 -4.649 -1.152 0.000
H 0.116 -5.287 -0.325 0.000
H 0.221 -5.320 -2.087 0.001
Pt -0.232 -0.047 0.154 0.059
N 1.226 0.254 -1.823 0.036
C 1.970 0.680 -2.625 0.003
C 2.751 0.839 -3.803 0.000
C 2.200 0.399 -5.017 0.001
C 4.076 1.303 -3.739 0.001
C 2.961 0.474 -6.184 0.000
H 1.196 -0.016 -5.026 0.000
C 4.822 1.376 -4.917 0.000
H 4.500 1.567 -2.774 0.000
C 4.265 0.978 -6.139 0.001
H 2.536 0.124 -7.127 0.000
H 5.852 1.732 -4.876 0.000
H 4.860 1.042 -7.057 0.000
N -8.100 0.246 2.728 0.001
C -6.988 -0.108 2.652 0.000
C -5.625 -0.579 2.551 0.002
C -4.748 -0.469 3.632 0.000
C -3.469 -1.007 3.504 0.002
N -3.069 -1.642 2.398 0.002
C -3.886 -1.700 1.348 0.004
C -5.187 -1.200 1.379 0.000
H -5.051 0.007 4.567 0.000
H -2.754 -0.928 4.324 0.000
H -3.515 -2.188 0.440 0.000
H -5.835 -1.327 0.510 0.000
```

Output
orbital gap (alpha / beta): 0.1563 / 0.2599 Ha
DFT total energy: -2536.5178 hartree
2S+1: 3
net charge: +1
ΔE to the lowest compared entry with this formula, charge and spin: 0.000 eV